1.
A 8-piece molecular cluster, C53H90BrNO22S overall. Source: the OMol25 dataset; level of theory: the ωB97M-V functional and the def2-TZVPD basis.

Output
HOMO-LUMO gap ... 8.29 eV
Molecular weight ... 1205.26 g mol⁻¹
Structure (SMILES) ... CCCCCc1ccc(C[C@H](C)Br)c2c1Sc1cccc(CCCCCCCCCCCOC)c1N2.COC(=O)OC.COC(=O)OC.COC(=O)OC.COC(=O)OC.COC(=O)OC.COC(=O)OC.COC(=O)OC
Strongest force on any atom ... 1.10 eV/Å
Highest occupied orbital energy ... -8.02 eV
Calculated total energy ... -6755.76910 hartree

Structure (ORCA input):
```
! wB97M-V def2-TZVPD RIJCOSX def2/J DEFGRID3
* xyz 0 1
Br 1.744 -0.652 2.327
S -3.934 3.717 0.700
O 2.138 -1.638 -10.173
O -4.570 -0.249 5.564
O -2.997 -4.059 5.743
O 0.160 -5.613 -3.062
O 5.576 7.203 -0.289
O 4.575 5.292 -0.271
O 5.243 -0.680 8.241
O -6.608 0.428 5.761
O -2.857 1.680 -6.338
O 2.334 -2.191 -7.993
O 3.161 -1.542 8.111
O -0.437 -13.454 -0.906
O -3.394 -4.255 3.528
O -5.404 0.072 7.637
O -1.813 -2.884 4.378
O -1.761 1.186 -8.128
O 3.243 -0.360 -8.675
O -4.013 1.034 -8.167
O -0.246 -11.361 -1.393
O 3.819 6.919 1.100
O 4.526 -1.358 6.323
O -0.902 -11.928 0.692
N -1.320 2.352 0.000
C -1.944 3.070 -1.073
C 1.578 -3.377 -8.251
C 3.036 -4.068 -1.228
C -2.509 3.669 1.739
C 0.936 -4.526 -2.612
C -2.902 7.128 2.124
C 3.547 4.444 0.235
C -3.161 3.743 -0.878
C -3.528 6.583 3.422
C -0.373 6.776 1.657
C -0.338 -9.986 -1.011
C 2.973 -2.595 -1.656
C 2.757 0.642 -2.541
C 3.496 -1.938 5.517
C -1.390 3.082 -2.365
C -1.740 0.753 -9.490
C -0.115 2.392 -2.798
C 2.431 1.594 3.959
C -0.267 2.875 2.157
C -5.513 0.082 6.440
C 4.581 6.513 0.263
C -3.274 4.444 -3.172
C 1.302 1.133 3.026
C 1.681 -4.772 -1.291
C -3.819 4.443 -1.892
C -7.711 0.810 6.585
C 2.365 2.126 -2.621
C 2.533 -1.420 -9.058
C -1.466 4.202 3.832
C -2.581 4.291 2.992
C 3.533 0.564 -9.725
C 3.458 -2.361 -3.102
C 5.700 8.542 0.196
C 5.036 -0.479 9.641
C -0.343 3.491 3.418
C 1.011 2.106 1.866
C 2.540 -1.488 -3.965
C -2.795 -3.783 4.456
C -2.981 1.278 -7.601
C -4.037 -5.009 5.990
C 1.082 2.489 -1.857
C -1.487 -2.469 3.046
C 2.887 -0.011 -3.922
C -0.562 -12.218 -0.425
C -1.360 2.979 1.287
C -3.326 -0.647 6.153
C -2.079 3.757 -3.389
C -4.094 1.817 -5.633
C -1.472 7.675 2.252
C -0.848 -6.008 -2.145
C -3.780 5.062 3.465
C 4.206 -1.226 7.608
C -0.748 -14.483 0.035
H 4.122 0.086 -10.506
H 0.981 1.581 0.927
H 3.664 4.289 1.307
H -2.659 -0.886 5.336
H 1.796 -5.836 -1.115
H 0.489 3.438 4.099
H 3.789 -4.619 -1.784
H -3.802 -5.964 5.527
H -1.500 4.681 4.797
H 2.645 -1.807 -4.999
H 3.631 3.486 -0.270
H 4.200 0.197 9.812
H 1.666 -4.321 -3.385
H -2.173 -0.241 -9.584
H -1.438 8.616 1.715
H -7.456 1.678 7.190
H 0.331 6.449 2.414
H 2.846 2.547 3.658
H -8.521 1.062 5.907
H 5.950 -0.034 10.021
H 2.224 0.506 -4.612
H -0.079 -14.435 0.892
H 0.419 0.968 3.623
H -1.356 -9.735 -0.723
H 2.008 0.098 -1.970
H -1.205 -5.173 -1.549
H 2.271 2.433 -3.655
H -4.670 4.838 2.893
H 1.953 -2.237 -1.559
H -3.458 -1.529 6.775
H 2.602 -1.318 5.532
H 3.347 -4.095 -0.186
H -4.618 0.864 -5.581
H 1.155 3.496 -1.459
H 5.901 8.546 1.265
H 0.209 7.291 0.902
H -0.337 1.357 -3.059
H 3.686 0.536 -1.989
H 3.593 -2.012 -0.984
H 2.615 0.967 -10.147
H -4.085 -5.129 7.068
H 2.064 1.718 4.973
H 3.897 0.114 -4.301
H 4.109 1.365 -9.272
H 1.090 -4.361 -0.476
H 0.298 -3.647 -2.513
H -0.688 -1.742 3.158
H -3.840 2.144 -4.631
H 2.565 4.865 0.024
H -0.604 -15.424 -0.488
H 4.438 -1.889 -3.071
H 1.814 2.834 1.884
H -2.833 6.797 4.231
H -4.453 7.100 3.645
H -1.143 -3.309 2.447
H 3.260 -2.944 5.858
H -1.666 -6.412 -2.730
H -2.902 0.166 6.739
H -0.458 -6.794 -1.505
H 0.584 -3.127 -8.615
H 3.168 2.696 -2.164
H -3.952 4.792 4.503
H 3.884 -1.982 4.504
H 0.350 -9.769 -0.196
H -0.695 0.724 -9.783
H -1.688 3.755 -4.394
H 1.509 -1.654 -3.659
H -3.781 4.965 -3.967
H -1.732 1.428 0.071
H 2.092 -4.011 -8.970
H -4.739 4.950 -1.658
H -8.015 -0.014 7.227
H 4.798 9.112 -0.016
H -1.781 -14.403 0.365
H 0.931 1.779 -1.058
H 3.604 -3.324 -3.581
H 3.221 0.860 4.022
H -1.236 7.877 3.291
H 0.168 2.869 -3.730
H -3.515 7.977 1.832
H 1.497 -3.896 -7.300
H -4.990 -4.638 5.620
H -2.278 1.454 -10.125
H 6.540 8.979 -0.335
H -2.970 6.420 1.305
H -4.729 2.564 -6.106
H -0.775 5.878 1.197
H 4.855 -1.428 10.142
H -2.349 -2.000 2.573
H -0.055 -9.405 -1.884
*
```



2.
C24H36AlBr3CaCl2F7KNO10P2 as an isolated structure. Source: the OMol25 dataset; level of theory: the ωB97M-V functional and the def2-TZVPD basis.

Output
HOMO-LUMO gap ... 0.74 eV
Molecular weight ... 1110.26 g mol⁻¹
Strongest force on any atom ... 6.10 eV/Å
Highest occupied orbital energy ... -9.02 eV
Calculated total energy ... -13286.65299 hartree

Structure (ORCA input):
```
! wB97M-V def2-TZVPD RIJCOSX def2/J DEFGRID3
* xyz 1 1
Br 6.542 -2.412 1.790
Br 6.002 -5.198 3.372
Br 4.705 -2.400 4.583
Ca 4.824 -1.413 6.649
K 4.021 -3.615 2.662
Cl -3.619 -6.458 -0.092
Cl -0.978 -5.243 -0.259
P -5.285 -9.149 2.122
P 2.464 6.287 -3.032
Al 2.707 3.072 1.686
F 3.546 6.892 -1.936
F 1.725 7.773 -2.932
F 3.412 7.006 -4.160
F -1.599 1.624 2.448
F 2.902 4.930 -2.175
F 0.910 5.863 -2.630
F 2.287 5.251 -4.298
O 0.401 2.123 4.921
O -5.036 -2.007 -1.250
O -3.786 -9.438 2.125
O -5.764 -9.108 0.677
O 1.780 -0.702 -2.262
O 1.473 10.299 -0.228
O -0.732 2.315 6.831
O -6.064 -10.213 2.880
O 0.577 4.011 6.140
O -5.531 -7.814 2.813
N 0.176 -1.563 -0.815
C 0.925 4.331 0.721
C -1.056 -1.561 -0.289
C -1.606 0.258 -1.651
C -3.355 -0.742 -0.067
C -4.620 -4.217 -1.908
C 0.820 3.031 0.188
C 6.266 -3.274 3.529
C 3.925 -4.882 -0.313
C 0.554 -0.706 -1.750
C 2.986 -4.123 -1.289
C -0.427 11.142 -1.221
C 0.168 4.692 1.837
C 0.836 10.123 -1.311
C -0.035 2.108 0.788
C -1.973 -0.677 -0.687
C -0.696 3.779 2.421
C 3.268 -2.617 -1.427
C 0.155 2.886 5.906
C -0.358 0.223 -2.180
C -4.464 -0.716 -1.155
C -4.664 -2.763 -2.392
C 2.382 -2.004 -2.557
C -1.940 -6.754 -0.409
C -0.783 2.504 1.890
H 7.179 -3.127 4.106
H -2.348 0.984 -1.944
H -5.232 0.003 -0.874
H 2.921 -2.166 -0.489
H -5.468 -4.363 -1.246
H -0.097 0.933 -2.945
H 0.257 5.686 2.252
H -3.714 -4.290 -1.327
H -1.301 -2.289 0.463
H -0.129 1.101 0.413
H -3.477 0.014 0.705
H 0.368 9.127 -1.497
H -3.663 -2.519 -2.763
H -3.445 -1.713 0.412
H -4.623 -4.921 -2.733
H -1.293 4.042 3.283
H 3.516 -5.877 -0.153
H 0.814 -2.255 -0.442
H 3.877 -4.361 0.647
H 3.057 -1.810 -3.382
H 1.974 -4.298 -0.952
H -1.565 -7.475 0.309
H -0.082 12.169 -1.151
H -0.866 1.476 6.369
H 4.322 -2.400 -1.555
H -1.056 10.909 -0.368
H -4.100 -0.430 -2.142
H 1.598 5.052 0.260
H 4.941 -4.981 -0.678
H 1.408 2.747 -0.681
H -5.388 -2.643 -3.198
H 3.089 -4.612 -2.258
H -1.824 -7.134 -1.418
H -1.000 11.013 -2.138
H 1.335 10.373 -2.267
H 1.645 -2.717 -2.922
*
```



3.
A 2-piece molecular cluster, C2H4FIO overall. Source: the OMol25 dataset; level of theory: the ωB97M-V functional and the def2-TZVPD basis.

Output
HOMO-LUMO gap ... 8.52 eV
Molecular weight ... 189.96 g mol⁻¹
Strongest force on any atom ... 4.28 eV/Å
Highest occupied orbital energy ... -8.86 eV
Calculated total energy ... -551.24914 hartree
Energy relative to the best compared isomer or geometry (same formula, charge and spin) ... 338.8 kJ/mol

Structure (ORCA input):
```
! wB97M-V def2-TZVPD RIJCOSX def2/J DEFGRID3
* xyz 0 1
I -3.157 -1.296 -0.974
F -2.083 0.681 0.788
O 0.257 0.355 0.351
C -2.243 -0.623 0.708
C 1.468 0.117 -0.319
H 1.249 0.254 -1.473
H 0.458 0.569 1.310
H 1.877 -0.870 -0.351
H 2.175 0.813 -0.038
*
```



4.
C15H12AlN5O2S as an isolated structure. Source: the OMol25 dataset; level of theory: the ωB97M-V functional and the def2-TZVPD basis.

Output
HOMO-LUMO gap ... 7.81 eV
Molecular weight ... 353.34 g mol⁻¹
Strongest force on any atom ... 0.07 eV/Å
Highest occupied orbital energy ... -15.80 eV
Calculated total energy ... -1643.36499 hartree

Structure (ORCA input):
```
! wB97M-V def2-TZVPD RIJCOSX def2/J DEFGRID3
* xyz 2 1
S 2.677 -5.324 0.473
Al -0.415 1.217 -0.198
O -0.123 2.528 -1.205
O -0.432 4.479 -2.244
N 3.013 -3.941 1.219
N -1.946 1.817 0.859
N 1.457 -4.850 -0.458
N -0.677 -0.516 -0.964
N 1.001 0.463 0.843
C 2.854 0.308 2.331
C 2.986 -1.039 2.059
C 0.267 -2.724 -0.839
C -0.730 3.748 -1.364
C -1.786 4.056 -0.312
C 1.851 1.035 1.704
C -1.510 -2.236 -2.383
C -1.509 -0.924 -1.929
C 1.132 -0.861 0.559
C 2.110 -1.648 1.149
C 1.265 -3.564 -0.210
C -0.625 -3.144 -1.837
C 2.160 -3.041 0.756
C -2.688 2.891 0.072
C 0.211 -1.399 -0.432
H -0.597 -4.173 -2.172
H -3.107 2.406 -0.811
H -1.661 2.225 1.751
H 3.760 -1.634 2.528
H -2.610 1.085 1.113
H -1.281 4.459 0.573
H 3.521 0.810 3.016
H -2.198 -2.525 -3.165
H -2.407 4.862 -0.700
H -2.175 -0.184 -2.352
H 1.730 2.096 1.885
H -3.517 3.240 0.684
*
```



5.
One molecule with the formula C11H22NO5PS2. Source: the OMol25 dataset; level of theory: the ωB97M-V functional and the def2-TZVPD basis.

Output
HOMO-LUMO gap ... 9.82 eV
Molecular weight ... 343.41 g mol⁻¹
Structure (SMILES) ... CCOP(=S)(OCC)SCC(=O)N[C@@H](C(=O)O)C(C)C
Strongest force on any atom ... 0.79 eV/Å
Highest occupied orbital energy ... -9.25 eV
Calculated total energy ... -2001.17090 hartree
Energy relative to the best compared isomer or geometry (same formula, charge and spin) ... 0.0 kJ/mol

Structure (ORCA input):
```
! wB97M-V def2-TZVPD RIJCOSX def2/J DEFGRID3
* xyz 0 1
S -1.751 0.614 -0.430
S 1.235 2.466 -0.542
P -0.703 2.147 0.215
O -1.371 3.562 -0.078
O 2.880 0.215 -2.687
O 1.642 -1.110 0.922
O -0.507 2.207 1.793
O 2.817 -2.937 0.433
N 1.048 -0.625 -1.663
C -0.026 1.062 2.508
C 1.774 0.364 -2.215
C 2.008 -1.927 0.116
C -3.369 3.650 1.322
C 1.064 1.714 -2.206
C 1.392 -4.374 -1.893
C -0.478 -3.181 -0.704
C -2.790 3.731 -0.077
C 1.623 -1.912 -1.355
C -0.169 1.349 3.990
C 0.649 -3.052 -1.727
H 2.147 -4.295 -2.670
H 1.551 2.392 -2.903
H -3.241 2.966 -0.719
H 2.543 -2.003 -1.945
H -4.429 3.886 1.294
H -3.242 2.643 1.717
H -0.614 0.186 2.214
H 0.003 1.617 -2.436
H -1.212 1.523 4.242
H -1.201 -3.919 -1.043
H 0.199 0.501 4.559
H -1.000 -2.237 -0.569
H 1.016 0.878 2.236
H 0.692 -5.159 -2.171
H 0.406 2.233 4.253
H 1.881 -4.660 -0.966
H 3.060 -2.900 1.373
H 0.162 -0.409 -1.216
H -2.860 4.350 1.979
H 0.213 -2.772 -2.692
H -2.950 4.717 -0.519
H -0.089 -3.503 0.259
*
```



6.
One molecule with the formula C13H9N3O3. Source: the OMol25 dataset; level of theory: the ωB97M-V functional and the def2-TZVPD basis.

Output
HOMO-LUMO gap ... 8.16 eV
Molecular weight ... 255.23 g mol⁻¹
Structure (SMILES) ... Cc1c(C(=O)O)nn(-c2ccccc2)c(=O)c1C#N
Strongest force on any atom ... 1.03 eV/Å
Highest occupied orbital energy ... -9.21 eV
Calculated total energy ... -890.78114 hartree
Energy relative to the best compared isomer or geometry (same formula, charge and spin) ... 0.0 kJ/mol

Structure (ORCA input):
```
! wB97M-V def2-TZVPD RIJCOSX def2/J DEFGRID3
* xyz 0 1
O 3.166 -2.586 -0.278
O -0.615 2.458 0.219
O 1.075 -3.290 0.042
N 0.105 -0.942 -0.064
N 2.718 3.645 0.175
N -0.557 0.180 -0.020
C 1.998 -2.340 -0.114
C 0.046 1.453 0.095
C -2.512 -1.088 0.596
C -4.165 0.761 -0.637
C -1.970 0.034 -0.024
C -3.880 -1.274 0.600
C 1.504 1.394 0.065
C 2.172 2.639 0.129
C 3.686 0.174 -0.039
C -4.710 -0.347 -0.011
C 2.202 0.212 -0.011
C 1.408 -0.977 -0.057
C -2.795 0.958 -0.653
H -5.780 -0.490 -0.001
H -1.851 -1.800 1.064
H 4.103 1.175 0.029
H 4.060 -0.436 0.783
H -4.807 1.480 -1.122
H 1.488 -4.166 -0.019
H 4.027 -0.304 -0.956
H -4.300 -2.141 1.086
H -2.379 1.820 -1.146
*
```